# 1
The following is a DFT calculation (ωB97M-V/def2-TZVPD) of a 15-piece molecular cluster, C47H121N3O25 overall in a non-equilibrium geometry.

Properties
energy above the lowest of the compared OMol25 structures with the same formula, charge and spin	0.0	kJ/mol
charge	0
frontier orbital gap	7.9	eV
E_LUMO	-0.008	eV
HOMO	-7.9	eV

```
196
C47H121N3O25 ωB97M-V/def2-TZVPD
O 1.059 0.692 -3.923
H 1.485 1.549 -3.938
H 0.859 0.539 -2.999
O -2.958 -1.282 -1.004
H -2.450 -1.944 -0.534
H -3.623 -1.000 -0.376
C -1.466 1.594 0.787
C 0.046 1.010 0.717
C 0.497 0.843 2.216
C 1.592 -0.164 2.461
C 1.227 -1.441 1.717
C 1.091 -1.342 0.199
N 0.097 -0.223 -0.075
O -0.336 -0.195 -1.364
C 2.519 -1.101 -0.425
C 0.579 -2.739 -0.305
C 1.019 2.028 0.135
H -1.743 1.831 -0.240
H -1.607 2.491 1.389
H -2.148 0.870 1.232
H 0.810 1.795 2.646
H -0.369 0.672 2.855
H 1.727 -0.445 3.505
H 2.572 0.234 2.197
H 0.311 -1.810 2.179
H 1.926 -2.256 1.903
H 3.252 -1.834 -0.089
H 2.658 -1.005 -1.502
H 2.982 -0.184 -0.062
H 1.147 -3.573 0.108
H -0.474 -2.862 -0.053
H 0.626 -2.797 -1.393
H 2.082 1.804 0.227
H 0.849 2.989 0.622
H 0.806 2.048 -0.933
H -1.245 -0.488 -1.272
C -6.020 1.823 2.281
C -6.070 3.380 1.988
C -5.067 3.584 0.804
C -5.554 3.026 -0.498
C -6.808 3.803 -0.896
C -7.887 3.744 0.157
N -7.392 3.910 1.525
O -8.348 4.143 2.465
C -8.911 4.833 -0.343
C -8.575 2.384 0.067
C -5.468 4.144 3.138
H -6.681 1.555 3.106
H -5.065 1.517 2.708
H -6.160 1.190 1.405
H -4.937 4.649 0.613
H -4.045 3.302 1.060
H -5.704 1.958 -0.651
H -4.743 3.277 -1.182
H -7.218 3.369 -1.808
H -6.479 4.825 -1.082
H -8.448 5.816 -0.426
H -9.213 4.621 -1.368
H -9.703 5.069 0.369
H -9.281 2.211 0.879
H -9.098 2.263 -0.882
H -7.899 1.556 0.278
H -6.265 4.414 3.830
H -4.981 5.079 2.861
H -4.726 3.543 3.664
H -8.292 5.102 2.445
C 7.455 -3.255 1.007
C 6.272 -2.301 1.080
C 6.616 -1.138 2.115
C 7.469 -0.056 1.496
C 6.802 0.487 0.266
C 6.592 -0.615 -0.825
N 5.915 -1.786 -0.258
O 5.376 -2.668 -1.197
C 5.771 0.118 -1.951
C 7.991 -1.002 -1.393
C 5.123 -3.134 1.722
H 8.358 -2.705 0.742
H 7.304 -3.939 0.172
H 7.593 -3.861 1.902
H 5.717 -0.710 2.559
H 7.233 -1.600 2.886
H 8.458 -0.428 1.230
H 7.647 0.778 2.175
H 7.501 1.250 -0.076
H 5.899 0.986 0.618
H 6.347 0.998 -2.236
H 5.541 -0.582 -2.755
H 4.800 0.473 -1.605
H 8.769 -1.235 -0.667
H 7.999 -1.896 -2.018
H 8.448 -0.160 -1.912
H 4.790 -3.906 1.029
H 4.327 -2.389 1.745
H 5.422 -3.524 2.695
H 6.138 -3.187 -1.466
C -3.597 -5.728 -2.347
C -2.123 -5.345 -2.654
O -1.256 -6.462 -2.501
O -4.188 -6.543 -3.339
H -4.175 -4.809 -2.256
H -3.783 -6.114 -1.345
H -1.724 -4.560 -2.013
H -2.028 -5.141 -3.721
H -1.328 -6.782 -1.599
H -4.019 -7.464 -3.125
C -1.636 -0.083 5.774
C -2.203 1.363 5.809
O -2.132 2.024 4.600
O -2.146 -0.698 4.664
H -1.875 -0.479 6.761
H -0.547 -0.117 5.728
H -1.569 1.953 6.471
H -3.256 1.396 6.087
H -2.413 2.928 4.759
H -1.796 -0.214 3.912
C 1.193 5.656 1.643
C -0.010 5.432 2.637
O 0.332 5.668 3.995
O 2.257 4.739 1.862
H 1.505 6.699 1.586
H 0.958 5.280 0.647
H -0.466 4.444 2.692
H -0.826 6.103 2.369
H 1.119 5.143 4.160
H 2.564 4.829 2.767
C -4.136 0.645 -3.308
C -2.954 1.061 -4.256
O -3.376 0.932 -5.646
O -4.178 -0.774 -3.302
H -5.132 0.933 -3.646
H -3.857 1.082 -2.349
H -2.121 0.412 -3.985
H -2.672 2.112 -4.192
H -3.550 -0.004 -5.764
H -3.656 -1.109 -2.569
C 4.891 -2.393 -5.914
C 3.919 -1.380 -5.366
O 3.223 -1.796 -4.198
O 5.865 -2.809 -4.932
H 5.448 -2.152 -6.819
H 4.390 -3.340 -6.114
H 3.083 -1.208 -6.044
H 4.357 -0.390 -5.245
H 3.791 -1.727 -3.427
H 6.415 -2.044 -4.746
C 1.637 -6.372 0.405
C 2.370 -6.857 -0.886
O 1.494 -7.656 -1.742
O 1.462 -7.532 1.274
H 0.722 -5.894 0.054
H 2.177 -5.635 0.999
H 3.250 -7.462 -0.663
H 2.735 -6.021 -1.482
H 1.262 -8.398 -1.179
H 0.892 -8.195 0.878
C -4.510 -1.706 2.238
C -4.041 -3.156 2.038
O -3.007 -3.308 1.035
O -5.000 -1.112 0.971
H -3.561 -1.219 2.463
H -5.239 -1.496 3.020
H -4.866 -3.778 1.691
H -3.719 -3.590 2.985
H -2.665 -4.205 1.022
H -5.547 -1.783 0.556
C 1.908 4.008 -3.518
C 0.737 4.670 -2.853
O 1.169 5.523 -1.865
O 2.786 3.225 -2.759
H 2.550 4.743 -4.003
H 1.504 3.364 -4.299
H 0.010 3.959 -2.461
H 0.132 5.184 -3.599
H 1.465 6.355 -2.241
H 2.988 3.655 -1.925
C 2.351 2.124 6.001
C 2.319 3.650 5.929
O 2.850 4.192 4.665
O 3.624 1.600 6.233
H 1.987 1.710 5.061
H 1.732 1.888 6.867
H 2.963 3.997 6.736
H 1.273 3.941 6.031
H 3.753 3.870 4.639
H 3.678 0.675 5.980
C -0.505 -2.127 -5.147
C 0.290 -2.842 -4.088
O 1.256 -3.659 -4.618
O 0.211 -0.956 -5.638
H -1.491 -1.948 -4.718
H -0.759 -2.840 -5.931
H -0.363 -3.513 -3.531
H 0.647 -2.141 -3.334
H 2.023 -3.109 -4.791
H 0.454 -0.397 -4.897
```

---

# 2
The following is a DFT calculation (ωB97M-V/def2-TZVPD) of a 23-piece molecular cluster, C47H140N2O23 overall in a non-equilibrium geometry.

Properties
charge	0
frontier orbital gap	9.2	eV
E_LUMO	0.084	eV
HOMO	-9.1	eV

```
212
C47H140N2O23 ωB97M-V/def2-TZVPD
C 3.086 -4.384 3.108
O 2.251 -4.963 4.169
H 2.495 -4.042 2.258
H 3.652 -3.582 3.581
H 3.836 -5.124 2.827
H 1.594 -4.274 4.291
C -0.436 -4.712 0.449
O -0.742 -3.367 0.080
H -1.265 -5.102 1.040
H -0.326 -5.453 -0.343
H 0.411 -4.820 1.126
H 0.121 -2.958 -0.019
C 0.296 -2.166 5.347
O 0.576 -2.754 4.100
H 0.713 -1.161 5.420
H -0.779 -2.103 5.516
H 0.829 -2.745 6.101
H -0.136 -2.447 3.534
C -2.794 -2.223 3.261
O -1.544 -2.224 2.696
H -2.816 -1.981 4.323
H -3.306 -1.405 2.754
H -3.407 -3.121 3.189
H -1.496 -2.799 1.928
C 4.614 6.025 -0.914
O 3.430 6.465 -0.199
H 4.596 4.961 -1.152
H 4.640 6.443 -1.920
H 5.437 6.278 -0.245
H 3.367 6.126 0.697
C 1.357 -0.600 -5.765
O 0.748 -1.778 -6.233
H 1.549 0.185 -6.496
H 0.637 -0.133 -5.093
H 2.300 -0.819 -5.264
H -0.142 -1.564 -6.522
C 4.946 -2.593 0.514
O 4.248 -3.127 -0.597
H 5.996 -2.811 0.315
H 4.885 -1.516 0.673
H 4.776 -3.161 1.429
H 4.527 -2.754 -1.436
C 5.317 2.979 1.766
O 4.557 3.369 2.909
H 6.045 2.206 2.012
H 4.676 2.636 0.954
H 5.780 3.832 1.272
H 4.197 2.623 3.394
C -1.748 2.517 2.612
O -2.411 2.988 3.766
H -1.863 1.434 2.553
H -2.232 2.931 1.727
H -0.737 2.907 2.502
H -3.303 2.633 3.777
C 2.829 3.510 -4.210
O 2.248 2.296 -4.655
H 3.813 3.672 -4.650
H 2.277 4.447 -4.286
H 2.984 3.315 -3.149
H 2.771 2.025 -5.412
C -2.027 3.002 -4.675
O -1.812 4.221 -4.656
N -3.216 2.543 -4.932
N -1.105 2.100 -4.445
H -3.543 1.587 -4.935
H -3.863 3.268 -5.209
H -1.294 1.118 -4.586
H -0.183 2.468 -4.259
C -6.944 1.877 1.460
C -5.704 1.367 2.314
C -4.629 0.794 1.419
O -5.095 2.372 3.063
H -7.795 2.204 2.057
H -7.313 1.069 0.828
H -6.693 2.665 0.749
H -6.105 0.608 2.986
H -4.259 1.617 0.808
H -4.955 -0.073 0.844
H -3.722 0.502 1.947
H -5.782 2.804 3.575
C 1.068 -3.807 -3.092
C 2.047 -4.040 -4.256
C 2.931 -5.322 -4.149
O 1.297 -4.251 -5.388
H 1.577 -3.884 -2.131
H 0.251 -4.525 -3.161
H 0.531 -2.859 -3.062
H 2.753 -3.224 -4.414
H 2.298 -6.209 -4.174
H 3.529 -5.267 -3.239
H 3.597 -5.446 -5.003
H 1.050 -3.395 -5.744
C -4.300 1.263 7.931
C -3.611 0.551 6.711
C -2.144 0.973 6.557
O -3.623 -0.832 7.082
H -3.647 1.204 8.802
H -5.271 0.846 8.196
H -4.386 2.334 7.745
H -4.211 0.752 5.823
H -1.552 0.584 7.385
H -1.987 2.045 6.433
H -1.740 0.606 5.614
H -2.878 -1.006 7.662
C 3.857 -6.402 -0.103
C 2.854 -7.591 0.010
C 3.663 -8.886 0.176
O 1.856 -7.475 1.021
H 4.441 -6.218 0.799
H 3.280 -5.557 -0.479
H 4.566 -6.606 -0.904
H 2.378 -7.673 -0.967
H 3.097 -9.771 0.464
H 4.414 -8.751 0.955
H 4.190 -8.987 -0.773
H 2.373 -7.447 1.829
C 2.201 7.526 2.917
C 2.427 6.076 3.352
C 1.488 5.114 2.654
O 3.752 5.840 2.909
H 2.720 8.238 3.559
H 1.150 7.805 2.983
H 2.453 7.692 1.870
H 2.362 5.986 4.436
H 1.523 5.184 1.567
H 0.464 5.401 2.893
H 1.790 4.071 2.758
H 4.000 4.913 2.880
C -1.371 5.561 -0.092
C -1.132 5.728 -1.569
C -0.112 4.686 -2.059
O -2.281 5.531 -2.332
H -0.500 5.830 0.505
H -1.657 4.579 0.285
H -2.150 6.290 0.133
H -0.874 6.774 -1.730
H -0.432 3.692 -1.746
H 0.722 4.792 -1.365
H 0.215 4.781 -3.094
H -2.082 5.195 -3.208
C -2.925 -1.116 -1.949
C -2.434 -1.235 -3.344
C -2.663 -2.608 -3.941
O -3.225 -0.346 -4.139
H -3.972 -1.394 -1.832
H -2.742 -0.138 -1.503
H -2.304 -1.656 -1.234
H -1.375 -0.985 -3.412
H -3.702 -2.905 -3.796
H -2.147 -3.421 -3.431
H -2.516 -2.590 -5.021
H -4.114 -0.411 -3.782
C -5.016 3.217 -2.209
C -6.495 3.258 -2.412
C -7.127 4.601 -2.124
O -6.876 2.804 -3.748
H -4.609 3.626 -1.284
H -4.474 3.760 -2.983
H -4.628 2.200 -2.265
H -6.892 2.624 -1.619
H -8.216 4.653 -2.127
H -6.852 5.316 -2.898
H -6.684 5.039 -1.230
H -6.449 3.407 -4.361
C 1.646 1.150 3.278
C 2.884 0.462 3.920
C 3.859 -0.178 2.927
O 3.510 1.565 4.493
H 1.903 1.849 2.482
H 0.979 1.680 3.958
H 0.989 0.364 2.906
H 2.652 -0.337 4.624
H 4.710 -0.632 3.434
H 4.174 0.488 2.124
H 3.413 -0.983 2.343
H 2.875 1.870 5.145
C -5.648 -3.800 -0.840
C -4.377 -4.643 -1.281
C -3.946 -5.628 -0.256
O -4.790 -5.395 -2.346
H -6.468 -4.493 -0.652
H -5.890 -3.077 -1.619
H -5.341 -3.310 0.084
H -3.577 -3.976 -1.603
H -4.659 -6.423 -0.036
H -3.616 -5.155 0.669
H -3.031 -6.139 -0.555
H -4.164 -6.077 -2.601
C 1.770 -0.060 -1.609
C 1.450 -0.360 -0.174
C 0.053 0.194 0.288
O 1.645 -1.684 0.214
H 2.066 0.983 -1.725
H 0.931 -0.260 -2.277
H 2.619 -0.639 -1.971
H 2.298 0.087 0.345
H -0.691 -0.192 -0.409
H 0.013 1.282 0.258
H -0.279 -0.208 1.245
H 2.556 -1.912 0.015
C 5.123 0.385 -4.172
C 5.661 -0.516 -3.052
C 5.682 0.170 -1.704
O 4.828 -1.603 -2.969
H 5.664 1.317 -4.339
H 4.119 0.695 -3.881
H 4.968 -0.071 -5.149
H 6.662 -0.704 -3.440
H 4.731 0.544 -1.324
H 6.339 1.037 -1.632
H 6.203 -0.542 -1.065
H 4.823 -1.982 -3.851
```